# C7H7N3S2

One molecule with the formula C7H7N3S2 (ωB97M-V with the def2-TZVPD basis set, the OMol25 dataset).

Positions of all 19 atoms, in Å:
C (2.10, -0.72, 1.80)
N (1.22, 0.41, 1.45)
C (1.27, 1.58, 2.10)
C (0.54, 2.55, 1.55)
S (-0.52, 1.88, 0.30)
C (0.30, 0.35, 0.42)
N (-0.06, -0.78, -0.23)
C (-0.88, -0.85, -1.23)
N (-1.10, -1.91, -1.91)
C (-2.11, -1.82, -2.85)
C (-2.67, -0.58, -2.96)
S (-2.03, 0.46, -1.79)
H (1.72, -1.57, 1.45)
H (2.93, -0.52, 1.26)
H (2.34, -0.81, 2.78)
H (1.90, 1.84, 2.97)
H (0.60, 3.54, 1.89)
H (-2.21, -2.75, -3.33)
H (-3.34, -0.29, -3.67)

The value obtained for the HOMO energy is -7.41 eV.



# C7H7N3S2

C7H7N3S2 as an isolated structure (ωB97M-V with the def2-TZVPD basis set, the OMol25 dataset).

Positions of all 19 atoms, in Å:
C (-2.30, -1.34, 0.97)
C (-1.02, -0.87, 1.13)
C (-2.86, -0.74, -0.27)
C (-0.86, -0.27, -1.08)
C (-0.38, -0.04, 0.22)
C (2.74, -0.07, 0.03)
C (1.19, 1.63, -0.26)
N (-2.13, -0.51, -1.24)
N (0.32, 0.93, 0.64)
N (2.24, 0.94, -0.93)
S (3.99, -1.01, -0.53)
S (2.39, -0.25, 1.67)
H (-2.89, -1.65, 1.85)
H (-0.59, -0.84, 2.14)
H (-3.93, -0.73, -0.16)
H (-0.29, -0.19, -2.06)
H (0.63, 2.33, -0.83)
H (1.78, 2.24, 0.48)
H (1.97, 0.45, -1.78)

The value obtained for the HOMO energy (alpha / beta) is -8.16 / -8.42 eV.



# C7H7N4O

An isolated ion of composition C7H7N4O and charge +1 (ωB97M-V with the def2-TZVPD basis set, the OMol25 dataset).

Positions of all 19 atoms, in Å:
C (-1.30, 1.87, 0.90)
C (-1.44, 1.48, 2.23)
C (0.95, -1.62, -2.19)
C (-0.89, -1.00, -0.81)
C (-0.24, 0.26, -0.52)
C (-0.49, -0.55, 3.30)
C (1.26, 0.30, -0.86)
N (-0.65, 1.41, -0.08)
N (-0.92, 0.46, 2.82)
N (1.60, -0.52, -1.97)
N (-0.23, -1.97, -1.56)
O (-0.01, -1.54, 3.64)
H (-1.78, 2.89, 0.74)
H (-1.83, 2.33, 2.80)
H (1.21, -2.21, -3.11)
H (1.68, 1.30, -0.94)
H (1.72, -0.07, 0.19)
H (2.21, -0.09, -2.70)
H (-0.83, -2.73, -1.89)

As for the charge: +1. The value obtained for the HOMO energy (alpha / beta) is -11.93 / -11.87 eV.



# C7H7N5

C7H7N5 as an isolated structure (ωB97M-V with the def2-TZVPD basis set, the OMol25 dataset).

Positions of all 19 atoms, in Å:
C (-1.08, -1.25, 0.56)
C (-2.89, -2.69, 1.18)
C (0.32, 0.59, -0.31)
C (1.64, 0.09, -0.34)
C (2.60, 1.18, -0.48)
C (2.35, 2.45, -0.92)
C (0.14, 1.86, -0.78)
H (-0.16, -3.03, 1.11)
H (-3.18, -0.52, 1.19)
H (-1.77, 0.42, -0.27)
H (2.00, -1.00, -0.16)
H (3.67, 0.76, -0.32)
H (2.91, 3.47, -1.01)
H (-0.96, 2.19, -1.18)
N (-0.06, -1.95, 0.90)
N (-2.46, -1.50, 0.58)
N (-3.22, -3.74, 1.50)
N (-0.82, -0.08, -0.11)
N (0.99, 2.74, -1.13)

The value obtained for the HOMO energy is -8.75 eV.



# C7H7N5

One molecule with the formula C7H7N5 (ωB97M-V with the def2-TZVPD basis set, the OMol25 dataset).

Positions of all 19 atoms, in Å:
C (-2.13, -0.04, -0.84)
C (0.79, -0.92, -0.97)
C (0.28, 0.42, -1.43)
C (1.38, -0.84, 0.49)
C (-1.08, 0.86, -0.93)
C (0.33, -0.33, 1.45)
C (-0.42, 0.91, 1.09)
N (-3.12, -0.58, -0.96)
N (0.33, -0.72, 2.78)
N (-0.32, -1.48, 2.06)
N (-0.11, 2.22, 1.50)
N (-1.22, 1.82, 1.82)
H (0.01, -1.67, -0.96)
H (1.60, -1.32, -1.66)
H (0.88, 1.17, -1.09)
H (0.16, 0.49, -2.54)
H (1.82, -1.81, 0.87)
H (2.23, -0.01, 0.55)
H (-1.43, 1.83, -1.24)

The value obtained for the HOMO energy is -9.34 eV.



# C7H7N5O4Rh

C7H7N5O4Rh as an isolated structure (ωB97M-V with the def2-TZVPD basis set, the OMol25 dataset).

Positions of all 24 atoms, in Å:
Rh (-0.32, -0.25, -0.40)
O (0.17, 2.75, 0.30)
C (-0.10, 1.65, 0.07)
C (-0.22, -2.05, -1.23)
O (-0.08, -3.08, -1.73)
C (1.58, -0.31, 0.14)
O (2.70, -0.20, 0.40)
C (-2.11, 0.09, -1.13)
O (-3.14, 0.39, -1.57)
C (-0.07, 0.64, -4.38)
H (-0.98, 1.26, -4.36)
H (0.91, 1.17, -4.34)
C (-0.13, -0.70, -4.46)
H (0.78, -1.33, -4.49)
H (-1.10, -1.24, -4.51)
N (1.38, 0.89, 4.56)
N (0.42, 0.44, 3.71)
N (-0.51, -0.49, 4.01)
C (-0.96, -0.83, 2.80)
N (-0.28, -0.19, 1.84)
N (0.63, 0.59, 2.40)
H (2.01, 1.58, 4.16)
H (1.19, 0.77, 5.54)
H (-1.77, -1.54, 2.68)

As for the charge: +3. Its spin multiplicity is 5. Its expectation value of S² is 6.03. The value obtained for the HOMO energy (alpha / beta) is -16.64 / -21.55 eV.



# C7H7NO

One molecule with the formula C7H7NO (ωB97M-V with the def2-TZVPD basis set, the OMol25 dataset).

Positions of all 16 atoms, in Å:
C (2.00, 0.08, 1.56)
C (0.95, -0.01, 0.48)
C (0.75, -1.29, -0.19)
N (0.49, -2.31, -0.65)
C (0.38, 1.03, -0.14)
C (-0.62, 1.04, -1.20)
C (-1.69, 0.23, -1.28)
C (-2.09, -0.79, -0.30)
O (-1.88, -0.71, 0.87)
H (2.04, 1.21, 1.73)
H (2.83, -0.49, 1.11)
H (1.61, -0.53, 2.35)
H (0.61, 1.98, 0.21)
H (-0.46, 1.94, -1.80)
H (-2.31, 0.32, -2.14)
H (-2.62, -1.70, -0.61)

The value obtained for the HOMO energy is -9.31 eV.



# C7H7NOS

A 2-piece molecular cluster, C7H7NOS overall (ωB97M-V with the def2-TZVPD basis set, the OMol25 dataset).

Positions of all 17 atoms, in Å:
N (-1.92, 0.56, -0.63)
C (-1.03, 0.60, 0.06)
C (0.20, 0.51, 0.74)
C (0.77, -0.76, 0.90)
C (1.97, -0.82, 1.68)
C (2.62, 0.34, 2.03)
C (2.14, 1.58, 1.66)
C (0.82, 1.74, 1.19)
H (0.42, -1.74, 0.72)
H (2.30, -1.93, 1.76)
H (3.60, 0.43, 2.40)
H (2.69, 2.41, 2.14)
H (0.53, 2.78, 0.98)
O (-3.32, -2.17, -4.16)
S (-4.36, -1.25, -3.21)
H (-2.41, -1.76, -4.12)
H (-5.02, -0.51, -4.14)

The value obtained for the HOMO energy is -8.97 eV.



Calculated values (a.u.) of E_tot for the records, taken in order: -1231.5261; -1231.3989; -564.7712; -544.5806; -544.4710; -954.7650; -400.8435; -799.0366.